Record 1
Entry from the Open Molecules 2025 dataset: a gas-phase ion, H8N2O4P3S2 (charge +1) (wB97M-V/def2-TZVPD).

XYZ file:
```
19
Properties=species:S:1:pos:R:3:nbo_charge:R:1
N -0.227 0.328 2.035 -1.14
P -0.202 0.362 0.397 1.12
N -1.008 1.767 0.019 -1.14
P 1.986 0.366 -0.067 1.54
O 2.354 1.879 -0.346 -0.94
O 2.256 -0.329 -1.448 -0.96
S 2.875 -0.432 1.416 -0.47
P -1.317 -1.290 -0.602 1.53
O -1.429 -2.398 0.507 -0.96
O -2.795 -0.746 -0.737 -0.94
S -0.495 -1.818 -2.239 -0.48
H 0.425 -0.351 2.423 0.45
H -1.168 0.205 2.404 0.43
H -0.559 2.575 0.444 0.43
H -1.143 1.911 -0.977 0.42
H 1.649 2.352 -0.809 0.51
H 2.309 -1.288 -1.359 0.54
H -0.707 -3.026 0.361 0.54
H -2.805 -0.067 -1.422 0.52
```

Calculated values
- Net charge: +1
- Multiplicity: 1
- HOMO-LUMO gap: 9.17 eV

=====

Record 2
Entry from the Open Molecules 2025 dataset: a single H8N2Si2 molecule (wB97M-V/def2-TZVPD).

XYZ file:
```
12
Properties=species:S:1:pos:R:3:nbo_charge:R:1
N -1.910 1.398 -0.196 -0.69
N -0.455 1.332 -0.081 -0.89
Si 1.473 -1.599 -0.557 0.33
Si 0.509 0.161 0.741 0.86
H -2.283 2.396 0.027 0.36
H -2.422 0.682 0.347 0.35
H -0.208 1.274 -1.064 0.37
H 1.488 -1.133 -1.979 -0.12
H 2.610 -2.269 0.120 -0.11
H 0.382 -2.685 -0.616 -0.12
H 1.427 0.869 1.702 -0.16
H -0.610 -0.425 1.558 -0.19
```

Calculated values
- Energy relative to the best compared isomer or geometry (same formula, charge and spin): 83.58 kcal/mol
- Net charge: 0
- Multiplicity: 1
- HOMO-LUMO gap: 9.57 eV

=====

Record 3
Entry from the Open Molecules 2025 dataset: a single H8N2Si2 molecule (wB97M-V/def2-TZVPD).

XYZ file:
```
12
Properties=species:S:1:pos:R:3:nbo_charge:R:1
N 1.769 1.087 0.149 -1.30
N -0.325 -0.748 -0.329 -0.86
Si -1.988 0.108 0.086 0.45
Si 1.291 -0.510 0.145 1.32
H 1.176 1.631 0.822 0.40
H 1.898 1.503 -0.770 0.39
H -0.456 -1.675 -0.504 0.35
H -2.735 -0.857 -0.916 -0.22
H -2.518 -0.036 1.355 -0.12
H -2.064 1.279 -0.688 -0.14
H 2.154 -1.126 -0.865 -0.17
H 1.798 -0.656 1.516 -0.10
```

Calculated values
- Energy relative to the best compared isomer or geometry (same formula, charge and spin): 48.61 kcal/mol
- Net charge: 0
- Multiplicity: 3
- HOMO-LUMO gap (spin up / spin down): 4.84 / 6.51 eV
- <S²>: 2.007

=====

Record 4
Entry from the Open Molecules 2025 dataset: a molecular structure, H8NNbO3 (wB97M-V/def2-TZVPD).

XYZ file:
```
13
Properties=species:S:1:pos:R:3:nbo_charge:R:1
O -2.212 -1.011 1.379 -0.33
N -2.511 -0.093 0.683 0.34
O -2.299 -0.354 -0.614 -0.65
Nb -0.303 -0.816 -1.074 1.77
H 0.052 0.931 -1.565 -0.49
H 0.320 -0.464 0.606 -0.52
H -0.557 -2.574 -0.644 -0.38
H -0.758 -1.152 -2.827 -0.36
H 1.401 -1.195 -1.561 -0.35
O 1.770 1.477 1.379 -0.76
H 1.525 1.838 0.490 0.59
H 1.008 1.510 1.993 0.58
H 2.563 1.902 1.756 0.55
```

Calculated values
- Net charge: 0
- Multiplicity: 1
- HOMO-LUMO gap: 6.47 eV

=====

Record 5
Entry from the Open Molecules 2025 dataset: 4 unconnected molecules or ions with the total composition H8O4 (wB97M-V/def2-TZVPD).

XYZ file:
```
12
Properties=species:S:1:pos:R:3:nbo_charge:R:1
O -31.831 -3.700 -21.965 -0.94
H -32.676 -3.809 -22.420 0.47
H -32.058 -3.717 -21.026 0.47
O -35.426 -6.233 -18.684 -0.97
H -35.127 -6.735 -17.920 0.46
H -34.663 -6.224 -19.296 0.49
O -33.055 -6.264 -20.363 -0.99
H -32.742 -5.849 -21.175 0.48
H -32.293 -6.770 -20.028 0.50
O -30.869 -7.387 -18.788 -0.95
H -29.942 -7.603 -18.950 0.48
H -30.866 -6.464 -18.499 0.48
```

Calculated values
- Energy relative to the best compared isomer or geometry (same formula, charge and spin): 16.95 kcal/mol
- Net charge: 0
- Multiplicity: 1
- HOMO-LUMO gap: 11.01 eV

=====

Record 6
Entry from the Open Molecules 2025 dataset: 4 unconnected molecules or ions with the total composition H8O4 (wB97M-V/def2-TZVPD).

XYZ file:
```
12
Properties=species:S:1:pos:R:3:nbo_charge:R:1
O 0.840 0.535 1.790 -0.95
H 0.458 -0.033 2.412 0.48
H 1.194 1.277 2.352 0.48
O -0.833 1.005 -0.678 -0.98
H -0.207 1.204 0.049 0.49
H -0.296 0.693 -1.411 0.50
O -1.859 -1.437 -0.516 -0.96
H -1.477 -0.630 -0.291 0.48
H -2.774 -1.301 -0.280 0.46
O 1.459 -0.407 -1.453 -0.96
H 2.338 -0.045 -1.313 0.48
H 1.156 -0.860 -0.660 0.49
```

Calculated values
- Energy relative to the best compared isomer or geometry (same formula, charge and spin): 19.61 kcal/mol
- Net charge: 0
- Multiplicity: 1
- HOMO-LUMO gap: 10.96 eV